Here is C3H4N2O2 as an isolated structure from OMol25. Energies are from the ωB97M-V functional and the def2-TZVPD basis.

Structure (XYZ):
```
11
C3H4N2O2, DFT the ωB97M-V functional and the def2-TZVPD basis
N -0.9340 -0.9660 -0.7845
N 0.4394 -1.3396 -0.5736
C -1.0469 0.8273 -0.3532
C 0.1357 0.8170 0.4060
C 0.6510 -0.4766 0.4603
O 0.5169 1.8712 1.2047
O -1.9846 1.4774 -0.6726
H 1.4824 1.8798 1.2701
H -1.3088 -1.0079 -1.7304
H 0.8532 -2.2655 -0.5662
H 1.1957 -0.8171 1.3394
```

Its gap between HOMO and LUMO is 8.66 eV. For the energy above the lowest of the compared OMol25 structures with the same formula, charge and spin, the calculation gives 471.31 kJ/mol. The value obtained for the HOMO energy is -8.288 eV. The calculation puts the electronic energy at -10247.3803 eV.

Here is one molecule with the formula C3H4N2O2 from OMol25. Energies are from the ωB97M-V functional and the def2-TZVPD basis.

Structure (XYZ):
```
11
C3H4N2O2, DFT the ωB97M-V functional and the def2-TZVPD basis
N -1.4963 0.0930 -0.3707
C -0.5927 -0.1691 0.8183
C -0.1315 1.0808 0.3252
O 1.0455 1.0358 -0.2997
C 1.5298 -0.3115 -0.1636
O 2.6276 -0.6182 -0.5254
N 0.5177 -1.0001 0.4237
H -1.1736 -0.2430 -1.2716
H -2.4867 -0.0307 -0.2075
H -0.5528 2.0693 0.4531
H 0.7129 -1.9063 0.8183
```

Its gap between HOMO and LUMO is 8.89 eV. For the energy above the lowest of the compared OMol25 structures with the same formula, charge and spin, the calculation gives 393.42 kJ/mol. The value obtained for the HOMO energy is -8.253 eV. The calculation puts the electronic energy at -10248.1876 eV.

Here is one molecule with the formula C3H4N2O2 from OMol25. Energies are from the ωB97M-V functional and the def2-TZVPD basis.

Structure (XYZ):
```
11
C3H4N2O2, DFT the ωB97M-V functional and the def2-TZVPD basis
O -1.8697 -0.2449 -1.4931
C -0.9380 -0.1007 -0.5179
C -1.1388 -0.0659 0.8178
N 0.1419 0.0014 1.3997
C 0.9551 0.0860 0.3064
O 2.3144 0.2125 0.4431
N 0.3770 0.0525 -0.8653
H -1.4120 -0.2812 -2.3221
H -2.0111 -0.2155 1.4546
H 0.3530 0.2922 2.3599
H 2.6109 0.5697 -0.4711
```

Its gap between HOMO and LUMO is 8.78 eV. Its SMILES is Oc1c[nH]c(O)n1. For the energy above the lowest of the compared OMol25 structures with the same formula, charge and spin, the calculation gives 142.06 kJ/mol. The value obtained for the HOMO energy is -8.033 eV. The calculation puts the electronic energy at -10250.7927 eV.

Here is one molecule with the formula C3H4N2O2S from OMol25. Energies are from the ωB97M-V functional and the def2-TZVPD basis.

Structure (XYZ):
```
12
C3H4N2O2S, DFT the ωB97M-V functional and the def2-TZVPD basis
O 2.9128 -1.1239 -0.1357
C 1.7867 -0.6985 0.0696
C 1.4675 0.8439 0.1828
N 0.1067 1.2074 0.0480
C -0.6145 0.1269 0.0622
N -1.9371 0.0654 -0.2627
O -2.6940 -0.9575 0.2283
S 0.1679 -1.4258 0.1288
H 2.0409 1.2492 -0.7686
H 2.0199 1.2965 1.0426
H -2.3509 0.9862 0.0155
H -2.9058 -1.5697 -0.6109
```

Its gap between HOMO and LUMO is 9.72 eV. Its SMILES is O=C1CN=C(NO)S1. For the energy above the lowest of the compared OMol25 structures with the same formula, charge and spin, the calculation gives 289.08 kJ/mol. The value obtained for the HOMO energy is -9.418 eV. The calculation puts the electronic energy at -21083.8357 eV.

Here is one molecule with the formula C3H4N2O2S from OMol25. Energies are from the ωB97M-V functional and the def2-TZVPD basis.

Structure (XYZ):
```
12
C3H4N2O2S, DFT the ωB97M-V functional and the def2-TZVPD basis
O 3.0926 0.4180 0.2387
C 2.1934 -0.1349 -0.2115
C 0.7902 0.1794 0.3061
O 0.0822 -0.8765 -0.3130
N -1.2203 -1.0491 0.1977
C -1.9696 0.1947 0.0710
N -1.5451 1.4239 0.1199
S 0.1555 1.8573 -0.1868
H 1.9597 -0.6768 -1.1631
H 1.0136 0.1348 1.4396
H -1.5081 -1.7072 -0.5789
H -3.0439 0.2364 0.0803
```

Its gap between HOMO and LUMO is 9.43 eV. Its SMILES is O=C[C@@H]1ONC=NS1. For the energy above the lowest of the compared OMol25 structures with the same formula, charge and spin, the calculation gives 488.94 kJ/mol. The value obtained for the HOMO energy is -8.906 eV. The calculation puts the electronic energy at -21081.7644 eV.

Here is one molecule with the formula C3H4N2O2S from OMol25. Energies are from the ωB97M-V functional and the def2-TZVPD basis.

Structure (XYZ):
```
12
C3H4N2O2S, DFT the ωB97M-V functional and the def2-TZVPD basis
H -2.4668 -1.2373 0.9121
N -1.4471 -1.3264 0.5526
C -0.9413 -0.2632 -0.1065
C -1.7069 1.0750 0.1740
O -1.3539 2.1731 -0.4530
N 0.2216 -0.1336 -0.7385
O 1.2184 -1.0203 -0.6060
C 2.3422 -0.4948 -0.1812
S 3.0522 0.9885 0.3080
H -2.6868 0.8817 0.9484
H 0.6329 0.7590 -0.5592
H 3.1357 -1.4016 -0.2509
```

Its gap between HOMO and LUMO is 8.64 eV. Its SMILES is [H]/N=C(\C=O)NOC=S. For the energy above the lowest of the compared OMol25 structures with the same formula, charge and spin, the calculation gives 561.20 kJ/mol. The value obtained for the HOMO energy is -9.563 eV. The calculation puts the electronic energy at -21081.0154 eV.

Here is one molecule with the formula C3H4N2O2S from OMol25. Energies are from the ωB97M-V functional and the def2-TZVPD basis.

Structure (XYZ):
```
12
C3H4N2O2S, DFT the ωB97M-V functional and the def2-TZVPD basis
C 0.6416 -0.7787 -0.2736
C 1.4736 -0.0792 0.5269
C -0.4936 0.0366 -0.8310
N 1.1575 1.2651 0.6132
N -1.8022 -0.3576 -0.0620
O -2.8874 -0.3817 -0.6195
O -1.6128 -0.6954 1.0864
S -0.0871 1.7342 -0.4280
H 0.5926 -1.9051 -0.2446
H 2.2844 -0.6195 1.0082
H -0.9083 -0.1470 -1.9013
H 1.6417 1.9283 1.1254
```

Its gap between HOMO and LUMO (spin up / spin down) is 5.19 / 5.79 eV. Its spin multiplicity is 3. As for the expectation value of S²: 2.019. For the energy above the lowest of the compared OMol25 structures with the same formula, charge and spin, the calculation gives 325.99 kJ/mol. The value obtained for the HOMO energy (spin up / spin down) is -5.265 / -8.761 eV. The calculation puts the electronic energy at -21078.5008 eV.

Here is one molecule with the formula C3H4N2O3 from OMol25. Energies are from the ωB97M-V functional and the def2-TZVPD basis.

Structure (XYZ):
```
12
C3H4N2O3, DFT the ωB97M-V functional and the def2-TZVPD basis
H 0.0527 -1.1930 3.3065
N 0.6316 -1.1273 2.2303
C 0.3776 -0.5061 1.1533
N -0.6101 0.5251 0.9046
C -0.6125 0.6093 -0.5027
O -1.1157 1.6476 -1.1470
C 0.1352 -0.3773 -0.9507
O 0.8650 -0.1754 -2.1460
O 0.9287 -0.9535 0.0375
H -1.5928 0.1763 1.2344
H -0.5058 2.3198 -1.8126
H 1.4462 -0.9456 -2.3077
```

Its gap between HOMO and LUMO is 8.65 eV. Its SMILES is [H]/N=c1\[nH]c(O)c(O)o1. For the energy above the lowest of the compared OMol25 structures with the same formula, charge and spin, the calculation gives 426.52 kJ/mol. The value obtained for the HOMO energy is -8.296 eV. The calculation puts the electronic energy at -12294.5748 eV.

Here is one molecule with the formula C3H4N2O3 from OMol25. Energies are from the ωB97M-V functional and the def2-TZVPD basis.

Structure (XYZ):
```
12
C3H4N2O3, DFT the ωB97M-V functional and the def2-TZVPD basis
H -0.2779 1.7385 -1.1206
N 0.7523 1.8993 -1.4263
C 1.4850 0.9001 -0.9574
N 0.8529 -0.0974 -0.2256
O 1.1795 -1.3834 0.0495
C -0.4124 0.1892 0.3590
O -1.1497 1.1359 0.1543
C -1.1513 -0.7575 1.3149
O -1.7051 -1.6374 0.5855
H 2.6444 0.8098 -1.5172
H 1.6611 -1.4769 1.0346
H -1.3891 -0.5963 2.5533
```

Its gap between HOMO and LUMO is 9.42 eV. Its SMILES is [H]/N=C\N(O)C(=O)C=O. For the energy above the lowest of the compared OMol25 structures with the same formula, charge and spin, the calculation gives 587.74 kJ/mol. The value obtained for the HOMO energy is -9.718 eV. The calculation puts the electronic energy at -12292.9039 eV.

Here is a 3-piece molecular cluster, C3H4N2O3 overall from OMol25. Energies are from the ωB97M-V functional and the def2-TZVPD basis.

Structure (XYZ):
```
12
C3H4N2O3, DFT the ωB97M-V functional and the def2-TZVPD basis
C 0.7990 0.4776 0.1707
C -1.7329 -0.1036 0.2643
C -0.5378 -0.4309 -1.7552
H 2.6601 -0.1191 2.8212
H 1.8148 0.5142 -0.5556
H -1.7568 -0.9767 1.6684
H -1.4755 -0.2591 -2.1271
N 0.8053 0.4917 1.4849
N -0.4308 0.0846 -0.4288
O 2.2455 0.8181 1.4316
O -2.7300 0.2481 -0.4603
O 0.3391 -0.7448 -2.5140
```

Its gap between HOMO and LUMO is 7.78 eV. For the energy above the lowest of the compared OMol25 structures with the same formula, charge and spin, the calculation gives 1043.19 kJ/mol. The value obtained for the HOMO energy is -9.567 eV. The calculation puts the electronic energy at -12288.1835 eV.

> Which of these has the highest energy above the lowest of the compared OMol25 structures with the same formula, charge and spin?

number 10